Entry 1:
14
Properties=species:S:1:pos:R:3:nbo_charge:R:1 method="wB97M-V/def2-TZVPD" de_lowest_kj_mol=681.0 spin_multiplicity=1 lumo_energy_ev=-0.27
S 1.824 -0.922 -0.299 0.03
O 1.845 1.489 0.468 -0.56
N -2.787 0.449 -0.342 -0.83
C -0.373 0.891 -0.238 -0.47
C 1.065 0.643 0.057 0.39
C -1.454 -1.236 0.603 -0.57
C -1.473 0.134 0.016 0.17
H -0.131 -1.680 0.403 0.22
H -3.453 -0.413 -0.089 0.40
H -2.772 -1.727 -0.159 0.17
H -0.370 1.993 -0.250 0.25
H 0.479 -1.480 -0.404 0.09
H -3.199 1.454 -0.709 0.43
H -1.585 -1.043 2.016 0.27

=====

Entry 2:
14
Properties=species:S:1:pos:R:3:nbo_charge:R:1 method="wB97M-V/def2-TZVPD" de_lowest_kj_mol=632.6 spin_multiplicity=1 lumo_energy_ev=0.72
S -1.867 -1.642 -0.096 0.01
O 0.807 0.094 -0.272 -0.36
N 1.711 -0.743 0.437 -0.14
C -0.203 0.492 0.507 0.08
C 2.954 -0.992 -0.088 -0.15
C -1.699 0.100 0.453 -0.36
C -1.165 1.265 -0.410 -0.43
H 3.405 -0.132 -1.080 0.15
H 3.705 -1.842 0.137 0.24
H -0.010 1.264 1.338 0.19
H -1.603 2.232 -0.320 0.22
H -0.914 1.173 -1.544 0.24
H -3.051 -1.539 -0.474 0.10
H -2.070 0.269 1.410 0.23

=====

Entry 3:
14
Properties=species:S:1:pos:R:3:nbo_charge:R:1 method="wB97M-V/def2-TZVPD" de_lowest_kj_mol=435.1 spin_multiplicity=1 lumo_energy_ev=0.63
S -0.352 -1.472 -0.356 1.06
O -1.176 1.967 -1.532 -0.45
N -1.354 -0.758 -1.285 -1.04
C -0.305 -0.357 1.197 -0.59
C 1.276 -0.922 -0.788 -0.87
C -0.520 1.021 0.772 -0.59
C -1.010 1.204 -0.690 0.78
H 0.358 1.679 0.715 0.26
H -1.201 -0.824 1.765 0.24
H 2.147 -1.409 -0.377 0.23
H -1.221 1.573 1.376 0.27
H 0.676 -0.738 1.543 0.24
H 1.396 -1.049 -1.937 0.26
H 1.286 0.084 -0.403 0.20

=====

Entry 4:
15
Properties=species:S:1:pos:R:3:nbo_charge:R:1 method="wB97M-V/def2-TZVPD" de_lowest_kj_mol=523.8 spin_multiplicity=1 lumo_energy_ev=0.24
S -1.284 1.977 -1.650 0.30
S 2.318 -0.855 0.437 -0.06
O 0.491 3.047 0.075 -0.67
N -1.334 0.386 -1.062 -0.68
C -0.583 2.343 0.001 0.07
C -0.469 -1.054 0.669 -0.53
C -0.466 0.208 -0.104 0.18
C 0.779 -1.856 0.309 -0.48
H 0.736 -2.203 -0.725 0.21
H -1.355 -1.679 0.477 0.19
H 0.891 -2.711 0.973 0.22
H -0.433 -0.801 1.732 0.25
H 1.752 0.200 1.014 0.14
H -2.021 -0.283 -1.413 0.38
H 0.976 3.282 -0.732 0.47

=====

Entry 5:
15
Properties=species:S:1:pos:R:3:nbo_charge:R:1 method="wB97M-V/def2-TZVPD" smiles="S/N=C/[C@H]1OC[C@H]1S" de_lowest_kj_mol=247.0 spin_multiplicity=1 lumo_energy_ev=0.66
S 0.913 2.002 -0.360 -0.04
S -3.588 0.423 -0.430 0.16
O 0.849 -1.464 -0.660 -0.51
N -2.211 -0.111 0.449 -0.53
C 1.306 0.359 0.369 -0.35
C 0.151 -0.673 0.325 0.04
C 2.033 -0.661 -0.494 -0.07
C -1.181 -0.281 -0.277 0.08
H -4.550 0.030 0.392 0.11
H 0.037 -1.200 1.307 0.20
H 0.420 2.562 0.745 0.13
H 2.435 -0.302 -1.457 0.19
H -1.226 -0.173 -1.381 0.18
H 1.737 0.533 1.364 0.23
H 2.875 -1.044 0.107 0.18

=====

Entry 6:
13
Properties=species:S:1:pos:R:3:nbo_charge:R:1 method="wB97M-V/def2-TZVPD" smiles="C=CN=S.C=C" de_lowest_kj_mol=410.8 spin_multiplicity=1 lumo_energy_ev=-1.65
S 0.753 0.318 0.612 0.32
N 0.919 -1.254 0.558 -0.53
C 1.611 -1.783 -0.422 -0.09
C -1.890 2.997 0.213 -0.39
C 2.018 -3.077 -0.483 -0.28
C -1.968 1.699 0.495 -0.43
H 1.794 -1.181 -1.336 0.17
H -1.338 3.547 0.966 0.20
H -1.603 1.522 1.504 0.22
H 2.576 -3.440 -1.394 0.20
H -2.598 1.157 -0.156 0.21
H 1.915 -3.817 0.268 0.20
H -2.189 3.313 -0.825 0.20

=====

Entry 7:
13
Properties=species:S:1:pos:R:3:nbo_charge:R:1 method="wB97M-V/def2-TZVPD" smiles=C1NC[C@H]2S[C@H]12 de_lowest_kj_mol=420.0 spin_multiplicity=1 lumo_energy_ev=0.50
S -2.618 -0.061 -0.058 0.27
N 1.280 0.149 -0.016 -0.63
C 0.508 -1.259 0.186 -0.24
C -1.066 0.569 0.441 -0.40
C 0.227 1.212 -0.119 -0.26
C -0.923 -0.804 -0.242 -0.34
H 0.678 -1.359 1.268 0.21
H 0.006 1.794 -1.022 0.20
H 0.573 1.908 0.618 0.21
H -0.726 -0.678 -1.293 0.19
H 1.875 0.156 -0.833 0.36
H -1.007 0.236 1.512 0.21
H 1.194 -1.863 -0.442 0.22

=====

Entry 8:
13
Properties=species:S:1:pos:R:3:nbo_charge:R:1 method="wB97M-V/def2-TZVPD" smiles=C1SC[C@H]2N[C@H]12 de_lowest_kj_mol=498.8 spin_multiplicity=1 lumo_energy_ev=0.85
S -1.900 -0.097 -0.067 0.12
N 1.810 0.000 -0.281 -0.53
C 0.558 0.737 -0.405 -0.09
C 0.669 -0.718 0.364 -0.12
C -0.782 1.490 0.141 -0.45
C -0.594 -1.371 -0.173 -0.55
H -0.841 -1.753 -1.177 0.24
H -0.880 -2.208 0.424 0.23
H 2.423 0.119 0.645 0.35
H -0.888 2.182 -0.623 0.22
H 0.847 -0.658 1.387 0.19
H 0.369 0.361 -1.372 0.18
H -0.790 1.916 1.137 0.22

=====

Highest occupied orbital energy values (in eV) by entry order: -8.79; -9.03; -7.97; -7.29; -9.01; -8.47; -8.97; -8.30.
Kohn-Sham gap values (in hartree) by entry order: 0.3130; 0.3586; 0.3161; 0.2769; 0.3553; 0.2508; 0.3483; 0.3362.
Molar mass values (in g/mol) by entry order: 117.17; 117.17; 117.17; 149.24; 149.24; 101.17; 101.17; 101.17.